# 1
C40H84F12O32S8 | wB97M-V/def2-TZVPD

Output
Frontier orbital gap: 0.3971 hartree
Multiplicity: 1
Maximum force: 5.00 eV/Å
Structure (SMILES): CCOC(=O)C(F)(F)F.CCOC(=O)C(F)(F)F.CCOC(=O)C(F)(F)F.CCOC(=O)C(F)(F)F.CCOS(C)(=O)=O.CCOS(C)(=O)=O.CCOS(C)(=O)=O.CCOS(C)(=O)=O.CCOS(C)(=O)=O.CCOS(C)(=O)=O.CCOS(C)(=O)=O.CCOS(C)(=O)=O
Lowest unoccupied orbital energy: -0.029 eV

Cartesian coordinates (Å):
O (7.4461, 25.5123, -23.4455)
S (6.6693, 24.7920, -22.4254)
O (6.3722, 25.4557, -21.1512)
O (5.2885, 24.0486, -23.0907)
C (5.2052, 24.0903, -24.5076)
C (3.8441, 23.5671, -25.0081)
C (7.4408, 23.1997, -22.1467)
H (6.0347, 23.5460, -24.9590)
H (5.4098, 25.1194, -24.8030)
H (3.7653, 22.4981, -24.8104)
H (3.7350, 23.6429, -26.0900)
H (3.0512, 24.1744, -24.5715)
H (6.8108, 22.5795, -21.5092)
H (8.3627, 23.4155, -21.6066)
H (7.6239, 22.7174, -23.1069)
O (6.8374, 40.4730, -29.8462)
S (7.4267, 39.2044, -30.2694)
O (8.5387, 39.1404, -31.2075)
O (7.9205, 38.3560, -28.9331)
C (7.0974, 38.3983, -27.8355)
C (7.6734, 37.5652, -26.6699)
C (6.1194, 38.1144, -30.8671)
H (6.1060, 37.9839, -28.0188)
H (6.9378, 39.3835, -27.3975)
H (8.6802, 37.9471, -26.5007)
H (7.6170, 36.4903, -26.8418)
H (7.1033, 37.8854, -25.7978)
H (5.9643, 38.3788, -31.9131)
H (5.1252, 38.2013, -30.4287)
H (6.4050, 37.0635, -30.9142)
O (5.2972, 19.2097, -19.4223)
S (3.8435, 19.2354, -19.7763)
O (2.7871, 18.8205, -18.7844)
O (3.4795, 20.7903, -20.3737)
C (2.1192, 21.1098, -20.7021)
C (1.7090, 22.4579, -20.2604)
C (3.5643, 18.2741, -21.3573)
H (1.4360, 20.5425, -20.0700)
H (1.9425, 21.0283, -21.7746)
H (0.6613, 22.5682, -19.9808)
H (2.0901, 23.1998, -20.9622)
H (2.1102, 22.5737, -19.2536)
H (4.1834, 17.3928, -21.1896)
H (4.0997, 18.8598, -22.1046)
H (2.5292, 18.0414, -21.6075)
O (-2.2916, 27.6378, -28.3210)
S (-1.6350, 28.8984, -28.5389)
O (-1.9569, 30.1231, -27.8062)
O (0.0010, 28.7836, -28.5058)
C (0.6525, 27.6498, -29.0219)
C (1.9214, 27.6735, -28.1887)
C (-1.7821, 29.3582, -30.3474)
H (0.7559, 27.8186, -30.0937)
H (0.1271, 26.7086, -28.8599)
H (2.2987, 28.6961, -28.1803)
H (2.6871, 26.9597, -28.4924)
H (1.7471, 27.5318, -27.1221)
H (-2.8281, 29.2707, -30.6412)
H (-1.1902, 28.6582, -30.9371)
H (-1.3453, 30.3411, -30.5242)
O (9.3109, 30.4891, -27.6737)
S (8.2316, 31.0748, -26.8637)
O (7.0606, 30.2750, -26.3908)
O (9.0000, 31.7548, -25.5511)
C (10.2926, 32.3747, -25.7197)
C (10.7021, 32.9903, -24.3821)
C (7.6049, 32.6832, -27.6193)
H (10.0748, 33.1780, -26.4234)
H (10.8834, 31.5282, -26.0698)
H (11.7178, 33.3599, -24.5230)
H (10.6677, 32.3014, -23.5380)
H (10.0337, 33.8147, -24.1336)
H (7.0772, 32.3281, -28.5045)
H (8.5149, 33.2214, -27.8848)
H (6.9008, 33.2142, -26.9788)
O (2.4588, 35.5248, -29.1765)
S (1.7146, 35.5455, -27.8657)
O (2.4232, 35.5439, -26.5949)
O (0.7551, 36.9235, -27.8290)
C (0.0926, 37.5157, -28.9894)
C (-0.8048, 38.6471, -28.5472)
C (0.4514, 34.2307, -27.7995)
H (-0.5583, 36.7526, -29.4161)
H (0.8781, 37.8229, -29.6799)
H (-0.1955, 39.5367, -28.3874)
H (-1.1850, 38.4501, -27.5448)
H (-1.6262, 38.8278, -29.2406)
H (-0.2178, 34.2897, -28.6578)
H (0.0884, 34.1878, -26.7726)
H (1.0080, 33.2947, -27.8462)
O (-2.0745, 26.4613, -20.8737)
S (-2.4420, 26.6458, -22.2968)
O (-1.4577, 26.4326, -23.3623)
O (-3.7934, 25.6487, -22.6616)
C (-5.0176, 25.8003, -21.9735)
C (-6.0514, 26.5057, -22.9075)
C (-3.3119, 28.2881, -22.5923)
H (-4.8932, 26.3213, -21.0242)
H (-5.3464, 24.7677, -21.8565)
H (-5.8508, 27.5619, -23.0872)
H (-7.0966, 26.4204, -22.6101)
H (-5.9730, 26.0693, -23.9032)
H (-4.1429, 28.3645, -21.8911)
H (-3.6745, 28.2114, -23.6174)
H (-2.5960, 29.0614, -22.3138)
O (2.8104, 31.2714, -20.7431)
S (2.9988, 31.0444, -22.1586)
O (1.9039, 31.2227, -23.0955)
O (4.2447, 32.1182, -22.5839)
C (5.4856, 32.0901, -21.8886)
C (6.1079, 33.4442, -22.1683)
C (3.8524, 29.3594, -22.5093)
H (6.2564, 31.4439, -22.3084)
H (5.3528, 31.9486, -20.8160)
H (6.4198, 33.6439, -23.1935)
H (7.0897, 33.5886, -21.7173)
H (5.3878, 34.1614, -21.7744)
H (4.8566, 29.4487, -22.0950)
H (3.8843, 29.2028, -23.5875)
H (3.1531, 28.6705, -22.0355)
C (2.6390, 26.7081, -16.5431)
C (3.7117, 25.6616, -16.2760)
O (3.0012, 24.4948, -15.7354)
C (3.7777, 23.4125, -15.4861)
O (4.9880, 23.2538, -15.7178)
C (2.9611, 22.1921, -14.8863)
F (1.7566, 22.1067, -15.4316)
F (3.6480, 21.0836, -15.0773)
F (2.8321, 22.3934, -13.5597)
H (2.0132, 26.2426, -17.3045)
H (2.9629, 27.6103, -17.0619)
H (2.0457, 26.9460, -15.6602)
H (4.4241, 25.9728, -15.5120)
H (4.1483, 25.4879, -17.2595)
C (7.3173, 32.9000, -15.1069)
C (5.8173, 33.1228, -15.2011)
O (5.2635, 33.6646, -14.0366)
C (5.1102, 32.9513, -12.9315)
O (5.2976, 31.7646, -12.8683)
C (4.7284, 33.8175, -11.6811)
F (5.3104, 33.2963, -10.5849)
F (5.0251, 35.1139, -11.8543)
F (3.4507, 33.6794, -11.5060)
H (7.5265, 32.0407, -14.4698)
H (8.0001, 33.7024, -14.8275)
H (7.6917, 32.5367, -16.0640)
H (5.3800, 32.1645, -15.4815)
H (5.6211, 33.7836, -16.0455)
C (10.2499, 28.9405, -20.0261)
C (11.5747, 28.6878, -19.3037)
O (12.0250, 27.2812, -19.4586)
C (13.1431, 26.7871, -18.7833)
O (13.8612, 27.4827, -18.0362)
C (13.2298, 25.1927, -18.8168)
F (13.0462, 24.7881, -17.5815)
F (12.3094, 24.6911, -19.6168)
F (14.4529, 24.8468, -19.1714)
H (9.9053, 29.8845, -19.6040)
H (9.4745, 28.2604, -19.6735)
H (10.1524, 29.0336, -21.1077)
H (11.2647, 28.9472, -18.2914)
H (12.3456, 29.3703, -19.6615)
C (7.6597, 38.5024, -15.5145)
C (6.5812, 38.3827, -16.6061)
O (7.0459, 39.0487, -17.8093)
C (6.4156, 38.8200, -18.9522)
O (5.5659, 37.9217, -19.1103)
C (7.0915, 39.5448, -20.1195)
F (8.0556, 38.7858, -20.7715)
F (6.1014, 39.7683, -20.9600)
F (7.6486, 40.6266, -19.6697)
H (7.8509, 39.5713, -15.4196)
H (8.6183, 38.0590, -15.7839)
H (7.2705, 38.1039, -14.5775)
H (5.6924, 38.8588, -16.1922)
H (6.4068, 37.3156, -16.7434)

Mulliken population analysis, charges in e, atoms 1 to 2: O -0.587; S 1.010



# 2
C5H13NO | wB97M-V/def2-TZVPD

Output
Frontier orbital gap (alpha / beta): 0.1825 / 0.1772 hartree
Multiplicity: 2
Total charge: +1
Maximum force: 1.32 eV/Å
<S²>: 0.754
Lowest unoccupied orbital energy (alpha / beta): -7.471 / -7.474 eV
Energy relative to the best compared isomer or geometry (same formula, charge and spin): 464.79 kJ/mol

Cartesian coordinates (Å):
C (0.8716, -0.4573, -1.7147)
C (-2.0860, 1.1858, -0.3274)
C (-1.5049, 0.2217, 0.4601)
C (-1.9633, -1.0738, 0.3798)
C (-0.3630, 0.5703, 1.3796)
N (1.8132, -1.0878, -0.7929)
H (0.8791, 0.6410, -1.6519)
H (1.1104, -0.7924, -2.7187)
H (-1.7985, 2.2231, -0.1950)
H (-2.9355, 0.9456, -0.9564)
H (-2.8040, -1.3413, -0.2521)
H (-1.6435, -1.7935, 1.1272)
H (-0.7617, 0.9934, 2.3073)
H (0.2640, -0.2767, 1.6350)
H (0.2528, 1.3626, 0.9570)
H (-0.1270, -0.7937, -1.4442)
H (2.7221, -1.2160, -1.2165)
H (1.9494, -0.5681, 0.0720)
H (3.5050, 0.6972, 1.6648)
O (2.6198, 0.5597, 1.2872)

Mulliken population analysis, charges in e, atoms 1 to 2: C -0.471; C -0.542



# 3
C4H2ClO2 | wB97M-V/def2-TZVPD

Output
Frontier orbital gap: 0.2803 hartree
Multiplicity: 1
Total charge: -1
Maximum force: 2.99 eV/Å
Lowest unoccupied orbital energy: 3.755 eV
Energy relative to the best compared isomer or geometry (same formula, charge and spin): 35.64 kJ/mol

Cartesian coordinates (Å):
C (0.6745, -0.0470, -0.5938)
C (-0.2699, 0.9766, -0.2718)
C (-0.2261, -1.0469, -0.2362)
C (-1.2454, 0.0015, 0.2932)
O (-0.3508, 2.2087, -0.4156)
O (-0.2115, -2.2528, -0.4152)
Cl (-2.9399, 0.0653, -0.0232)
H (1.6372, -0.2030, -0.8868)
H (-1.1387, -0.0332, 1.3213)

Mulliken population analysis, charges in e, atoms 1 to 2: C -0.891; C 0.370